ORCA calculation (ωB97M-V/def2-TZVPD) on an isolated molecule of C5H9NO.

```
16
Properties=species:S:1:pos:R:3:forces:R:3
C -0.502 -2.005 0.065 0.03 -0.23 0.12
O -0.598 -0.807 -0.677 -0.01 0.05 -0.03
C 0.147 0.294 -0.206 0.03 0.22 0.04
C -0.214 1.454 -1.133 -0.02 0.07 -0.04
C -0.138 0.639 1.260 -0.05 -0.01 0.08
C 1.614 0.051 -0.358 1.07 -0.13 -0.13
N 2.759 -0.053 -0.484 -1.16 0.00 0.16
H 0.543 -2.296 0.240 -0.11 0.07 -0.04
H -1.025 -1.938 1.029 0.09 0.02 -0.15
H -0.985 -2.775 -0.540 0.08 0.10 0.09
H -1.283 1.666 -1.039 0.15 -0.04 0.01
H 0.005 1.179 -2.167 -0.04 0.04 0.14
H 0.361 2.346 -0.872 -0.09 -0.12 -0.04
H 0.416 1.537 1.546 -0.09 -0.13 -0.06
H 0.159 -0.168 1.935 -0.02 0.12 -0.12
H -1.210 0.827 1.382 0.14 -0.02 -0.05
```
Forces are in eV/Å.

Summary:
SMILES string ... COC(C)(C)C#N
Net charge ... 0
Total energy ... -325.88578 hartree
Largest force on an atom ... 1.169 eV Å⁻¹
Energy above the lowest of the compared OMol25 structures with the same formula, charge and spin ... 135.94 kJ/mol